1.
Density functional theory data (ωB97M-V with the def2-TZVPD basis set) for a single C4H9NO2 molecule.

```
16
Properties=species:S:1:pos:R:3:lowdin_charge:R:1
C 1.1213 -1.5827 0.6773 -0.119
C -0.0804 -0.8683 0.0576 -0.227
C 0.1379 0.6004 -0.3200 -0.365
N 0.4182 0.8993 -1.6526 0.050
C -1.1088 1.3583 0.0198 -0.429
O -1.6725 2.3109 -0.5389 0.084
O -1.5151 0.7806 1.1960 0.011
H 1.9879 -0.9257 0.6129 0.055
H 1.0950 -2.4714 -0.0030 0.075
H 1.0269 -1.8803 1.8262 0.112
H -0.6989 -1.0091 0.9417 0.092
H -0.4423 -1.5583 -0.7360 0.124
H 1.0004 0.9910 0.2959 0.162
H 1.0884 0.3409 -2.1332 0.083
H -0.1192 1.7014 -1.9937 0.091
H -2.2387 1.3131 1.7500 0.200
```

The calculation puts the relative energy (zero: lowest compared OMol25 entry of this formula, charge and spin) at 2.497 eV. Its SMILES is CC[C@@H](N)C(=O)O. For the molecular weight, the calculation gives 103.12 u. As for the net charge: 0.

2.
Density functional theory data (ωB97M-V with the def2-TZVPD basis set) for a molecular structure, C4H5InLiO7.

```
18
Properties=species:S:1:pos:R:3:mulliken_spin:R:1
O -4.2262 0.3803 0.8357 0.000
C -3.2502 0.1286 0.0825 0.000
O -3.3838 -0.2187 -1.1177 0.000
O -2.0344 0.2165 0.6380 0.000
C -0.8909 0.2023 -0.2145 0.003
O 1.3874 0.8107 -0.2548 0.095
C 2.9420 -0.6005 -0.0303 0.056
C 0.3370 0.5539 0.6120 0.009
O 3.2833 -0.1453 1.1387 0.049
O 3.6407 -0.0387 -0.9745 0.048
Li -5.3041 0.0095 -0.7507 0.000
In 3.4140 1.6015 0.1913 0.732
H -1.0146 0.9350 -1.0256 0.000
H -0.7698 -0.7927 -0.6654 0.001
H 0.0580 1.3819 1.2939 0.001
H 0.5950 -0.2833 1.2882 0.002
O 2.7768 -1.9608 -0.0854 0.004
H 2.4400 -2.1801 -0.9615 -0.001
```

The calculation puts the relative energy (zero: lowest compared OMol25 entry of this formula, charge and spin) at 0.000 eV. Its expectation value of S² is 0.753. The spin multiplicity is 2. For the molecular weight, the calculation gives 286.84 u. As for the net charge: 0.

| no. | maximum force (eV/Å) |
| --- | --- |
| 1 | 4.52 |
| 2 | 5.10 |